# 1
{
  "formula": "C21H24N2O9",
  "method": "wB97M-V/def2-TZVPD",
  "elements": ["O", "O", "O", "O", "O", "O", "O", "O", "O", "C", "C", "C", "C", "C", "C", "C", "C", "C", "C", "C", "C", "C", "C", "C", "N", "N", "C", "C", "C", "C", "C", "C", "H", "H", "H", "H", "H", "H", "H", "H", "H", "H", "H", "H", "H", "H", "H", "H", "H", "H", "H", "H", "H", "H", "H", "H"],
  "coordinates": [[3.280, 6.040, -3.501], [-4.259, -3.047, 0.218], [-0.614, 3.760, -3.170], [0.675, 0.637, -1.422], [0.675, -6.305, 6.723], [-1.728, -5.015, 7.240], [-3.600, -1.422, -1.743], [-3.897, -4.095, 2.716], [-0.670, -2.346, 1.994], [3.594, 4.953, -3.967], [-3.147, -2.877, 0.723], [0.460, 4.347, -3.280], [0.713, -5.344, 4.520], [-1.476, -0.387, -1.578], [-0.039, -0.863, 0.283], [0.124, -4.526, 3.550], [-1.699, -4.043, 5.058], [-0.274, -0.196, -0.913], [0.098, -5.511, 5.764], [-1.115, -4.858, 6.028], [-2.438, -1.247, -1.059], [-0.995, -1.721, 0.820], [-2.202, -1.929, 0.145], [-1.086, -3.856, 3.810], [0.531, 5.588, -3.776], [2.949, 3.813, -3.712], [4.783, 4.851, -4.894], [-0.620, 6.362, -4.237], [-2.740, -3.731, 1.929], [-1.724, -2.945, 2.775], [2.126, 3.853, -1.398], [1.757, 3.609, -2.869], [1.364, 0.773, -0.755], [1.493, -6.703, 6.383], [-1.173, -5.604, 7.781], [-4.153, -2.034, -1.205], [-4.653, -4.268, 2.120], [1.650, -5.842, 4.297], [-1.669, 0.139, -2.505], [0.893, -0.732, 0.820], [0.617, -4.406, 2.590], [-2.644, -3.557, 5.284], [1.445, 6.028, -3.789], [3.314, 2.990, -4.162], [4.465, 4.434, -5.847], [5.197, 5.846, -5.053], [5.539, 4.212, -4.441], [-1.167, 5.794, -4.992], [-0.288, 7.309, -4.666], [-1.290, 6.561, -3.398], [-2.261, -4.638, 1.550], [-2.260, -2.140, 3.290], [2.350, 4.909, -1.238], [2.996, 3.255, -1.125], [1.285, 3.574, -0.762], [1.508, 2.551, -2.953]],
  "nbo_charge": [-0.6621, -0.6129, -0.6405, -0.6545, -0.6920, -0.6732, -0.6561, -0.7120, -0.4831, 0.6845, 0.5595, 0.6550, -0.2692, -0.3698, -0.3884, -0.2111, -0.2507, 0.3814, 0.2113, 0.3101, 0.4120, 0.3993, -0.3281, -0.0507, -0.6188, -0.6042, -0.7067, -0.4109, -0.0078, 0.0764, -0.6146, -0.1307, 0.4828, 0.4925, 0.4924, 0.5118, 0.4986, 0.2088, 0.2503, 0.2175, 0.2227, 0.2339, 0.4287, 0.3997, 0.2267, 0.2457, 0.2270, 0.2085, 0.2057, 0.2045, 0.1987, 0.2005, 0.2310, 0.2040, 0.2244, 0.2424],
  "homo_lumo_gap_ha": 0.31712,
  "e_tot_ev": -43575.27219,
  "charge": 0,
  "lumo_energy_ev": 0.19,
  "smiles": "O=C1c2c(O)cc(O)cc2O[C@H](c2ccc(O)c(O)c2)[C@H]1O.CNC(=O)[C@H](C)NC(C)=O"
}

---

# 2
{
  "formula": "C21H24NO7PSTeW",
  "method": "wB97M-V/def2-TZVPD",
  "elements": ["W", "C", "C", "C", "C", "C", "C", "H", "H", "H", "H", "H", "H", "C", "C", "C", "C", "N", "C", "C", "C", "C", "C", "C", "C", "H", "H", "H", "H", "H", "H", "H", "H", "O", "S", "O", "O", "O", "C", "C", "O", "P", "O", "Te", "O", "C", "C", "H", "H", "H", "H", "H", "H", "H", "H", "H", "H"],
  "coordinates": [[-0.372, 0.623, -0.178], [1.873, -1.168, 2.239], [0.642, -0.672, 2.492], [-0.438, -0.860, 1.547], [-0.191, -1.615, 0.360], [1.135, -2.152, 0.153], [2.124, -1.921, 1.046], [2.677, -1.010, 2.945], [0.439, -0.130, 3.406], [-1.446, -0.768, 1.932], [-1.006, -2.100, -0.160], [1.312, -2.756, -0.728], [3.113, -2.328, 0.876], [-4.788, -0.144, 0.292], [-5.154, -0.687, -0.933], [-4.191, -0.885, -1.899], [-2.867, -0.544, -1.636], [-2.522, -0.020, -0.439], [-3.468, 0.183, 0.492], [-1.755, -0.714, -2.571], [-1.902, -1.274, -3.841], [-0.800, -1.416, -4.661], [0.446, -0.995, -4.206], [0.591, -0.432, -2.948], [-0.512, -0.284, -2.098], [-5.512, 0.045, 1.071], [-6.185, -0.947, -1.133], [-4.456, -1.295, -2.862], [-3.137, 0.649, 1.408], [-2.872, -1.599, -4.195], [-0.907, -1.847, -5.647], [1.315, -1.102, -4.845], [1.576, -0.114, -2.630], [-0.769, 4.204, 0.460], [-1.571, 3.065, 0.157], [-0.974, 2.293, -1.089], [-1.284, 1.887, 1.149], [-2.978, 3.233, -0.008], [3.182, 5.047, -1.533], [2.097, 4.083, -1.129], [2.518, 2.724, -1.457], [2.855, 1.646, -0.361], [1.447, 0.949, -0.039], [3.978, 2.327, 1.523], [3.496, 0.487, -1.228], [4.862, 0.596, -1.693], [5.211, -0.704, -2.374], [2.849, 6.068, -1.342], [3.409, 4.950, -2.595], [4.089, 4.865, -0.956], [1.171, 4.235, -1.678], [1.875, 4.144, -0.064], [5.504, 0.791, -0.833], [4.926, 1.442, -2.380], [5.128, -1.535, -1.675], [6.236, -0.661, -2.743], [4.547, -0.890, -3.218]],
  "nbo_charge": [1.9640, -0.2076, -0.1872, -0.3926, -0.3770, -0.1286, -0.2354, 0.2275, 0.2270, 0.2392, 0.2405, 0.2135, 0.2175, -0.2650, -0.1168, -0.2408, 0.2401, -0.5121, 0.1027, -0.0779, -0.1801, -0.2364, -0.1959, -0.1910, -0.3323, 0.2343, 0.2251, 0.2262, 0.2389, 0.2042, 0.2154, 0.2119, 0.2122, -0.9315, 2.5520, -0.8967, -0.9493, -0.9355, -0.6341, -0.0682, -0.8448, 1.9622, -1.0010, -0.4113, -0.8365, -0.0672, -0.6227, 0.2235, 0.2109, 0.2227, 0.2082, 0.2129, 0.2046, 0.1878, 0.2164, 0.2202, 0.2137],
  "homo_lumo_gap_ha": 0.24181,
  "e_tot_ev": -67235.68102,
  "charge": 0,
  "lumo_energy_ev": -1.02,
  "relative_energy_kcal_mol": 0.0
}

---

# 3
{
  "formula": "C21H25B2N2O18",
  "method": "wB97M-V/def2-TZVPD",
  "elements": ["N", "H", "H", "H", "H", "O", "C", "O", "B", "O", "C", "O", "O", "C", "O", "C", "O", "O", "O", "C", "O", "B", "O", "C", "O", "O", "C", "O", "C", "O", "O", "C", "C", "C", "O", "C", "H", "H", "H", "H", "H", "H", "H", "H", "C", "C", "C", "O", "C", "H", "H", "H", "H", "H", "H", "H", "H", "N", "C", "C", "C", "C", "C", "H", "H", "H", "H", "H"],
  "coordinates": [[0.153, 0.327, 0.737], [0.169, 0.957, -0.052], [-0.049, 0.776, 1.619], [1.086, -0.029, 0.886], [-0.441, -0.470, 0.558], [-4.650, -6.304, -2.614], [-4.044, -5.702, -1.699], [-4.178, -4.476, -1.281], [-3.312, -4.258, -0.098], [-2.468, -5.529, -0.042], [-2.920, -6.405, -0.926], [-2.466, -7.507, -1.169], [-4.055, -4.006, 1.188], [-3.610, -2.958, 1.885], [-3.971, -2.551, 2.997], [-2.405, -2.426, 1.037], [-2.369, -3.105, -0.127], [-1.712, -1.482, 1.320], [0.468, 2.887, -0.493], [1.363, 2.739, -1.329], [2.306, 1.854, -1.302], [3.245, 2.036, -2.369], [2.738, 3.228, -3.053], [1.653, 3.637, -2.511], [0.901, 4.463, -2.922], [3.485, 0.901, -3.289], [4.692, 0.566, -3.310], [5.223, -0.287, -4.012], [5.480, 1.547, -2.466], [4.652, 2.333, -1.908], [6.683, 1.557, -2.321], [-0.437, -0.585, -4.061], [-1.594, 0.263, -4.495], [-1.601, 1.362, -3.417], [-0.975, 0.785, -2.323], [-0.735, -0.639, -2.559], [0.528, -0.090, -4.169], [-0.321, -1.603, -4.434], [-2.530, -0.295, -4.512], [-1.445, 0.808, -5.427], [-2.602, 1.777, -3.301], [-0.906, 2.134, -3.746], [-1.599, -1.214, -2.225], [0.106, -1.055, -2.004], [-3.026, 0.944, 3.014], [-2.701, 2.187, 2.118], [-1.353, 2.626, 2.736], [-0.709, 1.426, 3.151], [-1.690, 0.491, 3.674], [-3.525, 0.108, 2.525], [-3.634, 1.120, 3.901], [-3.457, 2.968, 2.202], [-2.535, 1.969, 1.063], [-1.379, 3.310, 3.585], [-0.725, 3.237, 2.087], [-1.783, 0.659, 4.747], [-1.305, -0.521, 3.544], [2.406, 0.473, 2.188], [3.702, 0.500, 1.757], [4.821, 0.536, 2.598], [4.592, 0.567, 3.937], [3.264, 0.511, 4.455], [2.255, 0.379, 3.530], [3.829, 0.515, 0.685], [5.808, 0.367, 2.193], [5.344, 0.619, 4.710], [3.044, 0.588, 5.510], [1.221, 0.459, 3.832]],
  "nbo_charge": [-0.9126, 0.4255, 0.4656, 0.4574, 0.4363, -0.5420, 0.6652, -0.6534, 1.1825, -0.6621, 0.6695, -0.5315, -0.6410, 0.6855, -0.5434, 0.7268, -0.6734, -0.6415, -0.5976, 0.6783, -0.6523, 1.1568, -0.6151, 0.6667, -0.5380, -0.6518, 0.6628, -0.5454, 0.6597, -0.6373, -0.5423, -0.4289, -0.4425, -0.1419, -0.0505, -0.1291, 0.2448, 0.2745, 0.2445, 0.2542, 0.3008, 0.3064, 0.2888, 0.2538, -0.4488, -0.4322, -0.0874, -0.5771, -0.0672, 0.2379, 0.2203, 0.2311, 0.1948, 0.1800, 0.2082, 0.1725, 0.2110, -0.5108, 0.0577, -0.2554, -0.1447, -0.2500, 0.0268, 0.1986, 0.2389, 0.2229, 0.2302, 0.2103],
  "homo_lumo_gap_ha": [0.31927, 0.08214],
  "e_tot_ev": -63375.02961,
  "charge": 0,
  "lumo_energy_ev": [-1.00, -7.45],
  "multiplicity": 2
}

---

# 4
{
  "formula": "C21H25BF3IrN7S",
  "method": "wB97M-V/def2-TZVPD",
  "elements": ["Ir", "C", "C", "C", "C", "C", "N", "N", "B", "N", "N", "C", "C", "C", "C", "C", "N", "N", "C", "C", "C", "C", "C", "H", "H", "H", "H", "H", "H", "H", "H", "H", "H", "H", "H", "H", "H", "H", "H", "H", "H", "H", "H", "H", "H", "F", "C", "F", "F", "C", "C", "C", "C", "N", "C", "S", "H", "H", "H"],
  "coordinates": [[0.292, -0.833, 0.927], [-2.575, 0.914, 2.301], [-1.860, 1.458, 1.115], [-2.144, 2.614, 0.424], [-1.155, 2.751, -0.553], [-0.983, 3.828, -1.562], [-0.320, 1.714, -0.442], [-0.749, 0.896, 0.564], [0.980, 1.366, -1.197], [2.103, 1.323, -0.153], [1.925, 0.552, 0.955], [2.945, 0.783, 1.800], [3.091, 0.127, 3.129], [3.789, 1.716, 1.211], [3.233, 2.037, -0.018], [3.706, 3.000, -1.050], [0.802, -0.063, -1.784], [0.589, -1.135, -0.970], [0.407, -2.249, -1.723], [0.209, -3.624, -1.193], [0.540, -1.863, -3.041], [0.779, -0.491, -3.048], [0.996, 0.409, -4.214], [-3.602, 0.651, 2.043], [-2.617, 1.677, 3.078], [-2.087, 0.043, 2.725], [-2.956, 3.295, 0.611], [-1.805, 4.535, -1.486], [-0.968, 3.419, -2.572], [-0.048, 4.366, -1.403], [1.200, 2.142, -2.066], [2.185, -0.391, 3.448], [3.305, 0.878, 3.890], [3.923, -0.579, 3.126], [4.694, 2.116, 1.634], [4.667, 3.410, -0.751], [3.005, 3.826, -1.167], [3.825, 2.516, -2.019], [-0.334, -3.647, -0.250], [1.173, -4.122, -1.064], [-0.361, -4.207, -1.915], [0.487, -2.510, -3.900], [0.916, -0.165, -5.134], [1.984, 0.867, -4.179], [0.252, 1.205, -4.239], [-0.601, -3.665, 3.023], [-1.469, -2.634, 3.115], [-2.279, -2.869, 4.125], [-0.712, -1.534, 3.436], [-2.187, -2.405, 1.818], [-3.457, -2.930, 1.623], [-4.092, -2.712, 0.410], [-3.431, -1.966, -0.557], [-2.216, -1.449, -0.366], [-1.601, -1.685, 0.777], [1.528, -2.362, 1.585], [-3.938, -3.492, 2.413], [-5.085, -3.094, 0.225], [-3.895, -1.759, -1.513]],
  "nbo_charge": [1.0842, -0.6681, 0.2461, -0.3128, 0.3030, -0.6616, -0.3188, -0.3745, 0.5023, -0.3304, -0.3577, 0.2264, -0.6663, -0.3209, 0.2695, -0.6567, -0.3166, -0.2049, 0.2388, -0.6701, -0.3096, 0.2907, -0.6577, 0.2549, 0.2676, 0.2175, 0.2614, 0.2572, 0.2473, 0.2503, 0.0157, 0.2127, 0.2721, 0.2559, 0.2607, 0.2568, 0.2436, 0.2431, 0.2239, 0.2573, 0.2709, 0.2636, 0.2570, 0.2506, 0.2461, -0.3134, 0.9709, -0.2739, -0.3393, -0.1726, -0.1273, -0.2175, 0.0729, -0.4546, 0.0582, 0.4253, 0.2624, 0.2602, 0.2282],
  "homo_lumo_gap_ha": [0.17958, 0.19371],
  "e_tot_ev": -55102.36228,
  "charge": 2,
  "lumo_energy_ev": [-10.26, -9.90],
  "relative_energy_kcal_mol": 71.6,
  "multiplicity": 2
}

---

# 5
{
  "formula": "C21H25BrN2O5",
  "method": "wB97M-V/def2-TZVPD",
  "elements": ["C", "H", "O", "C", "C", "C", "C", "C", "C", "O", "C", "H", "H", "C", "O", "N", "H", "C", "C", "H", "H", "H", "C", "H", "H", "H", "C", "H", "H", "H", "Br", "H", "C", "N", "C", "C", "C", "C", "C", "C", "H", "H", "H", "C", "O", "O", "H", "H", "H", "H", "H", "H", "H", "H"],
  "coordinates": [[1.513, 2.371, 2.408], [0.977, 3.095, 3.020], [0.519, 1.494, 1.919], [0.878, 0.529, 1.036], [2.187, 0.267, 0.652], [2.490, -0.677, -0.321], [1.464, -1.399, -0.909], [0.166, -1.176, -0.492], [-0.166, -0.229, 0.468], [-1.488, -0.051, 0.741], [-1.900, 0.082, 2.093], [-2.332, 1.079, 2.236], [-1.069, -0.032, 2.789], [-2.966, -0.968, 2.458], [-3.157, -1.260, 3.621], [-3.624, -1.451, 1.399], [-3.305, -1.153, 0.489], [-4.618, -2.524, 1.421], [-5.106, -2.711, -0.013], [-5.851, -3.502, -0.052], [-4.280, -2.983, -0.667], [-5.559, -1.794, -0.384], [-3.956, -3.808, 1.930], [-4.676, -4.621, 1.948], [-3.129, -4.085, 1.280], [-3.578, -3.650, 2.937], [-5.777, -2.122, 2.334], [-6.524, -2.911, 2.360], [-5.409, -1.949, 3.341], [-6.244, -1.208, 1.972], [-1.251, -2.167, -1.260], [1.665, -2.137, -1.670], [3.909, -0.865, -0.809], [4.066, -0.482, -2.199], [3.732, 0.779, -2.642], [3.659, 1.872, -1.784], [3.329, 3.134, -2.264], [3.101, 3.339, -3.622], [3.201, 2.260, -4.483], [3.501, 0.999, -4.006], [3.559, 0.164, -4.690], [3.029, 2.399, -5.540], [2.842, 4.320, -3.985], [3.194, 4.218, -1.274], [3.187, 4.051, -0.074], [3.058, 5.436, -1.814], [2.963, 6.100, -1.113], [3.855, 1.775, -0.731], [3.868, -1.213, -2.866], [4.200, -1.915, -0.726], [4.597, -0.276, -0.198], [2.987, 0.824, 1.109], [2.239, 1.842, 3.033], [2.030, 2.890, 1.596]],
  "nbo_charge": [-0.2661, 0.2014, -0.5080, 0.3387, -0.3043, -0.0198, -0.2541, -0.0951, 0.2036, -0.5134, -0.1483, 0.2070, 0.2170, 0.6583, -0.6387, -0.6290, 0.4215, 0.1255, -0.6108, 0.2185, 0.2083, 0.2112, -0.6210, 0.2060, 0.2088, 0.2345, -0.6209, 0.2046, 0.2431, 0.2062, 0.0593, 0.2210, -0.2356, -0.6088, 0.2562, -0.2592, -0.1592, -0.2019, -0.1982, -0.2441, 0.2051, 0.2168, 0.2288, 0.7888, -0.6207, -0.6775, 0.5014, 0.2304, 0.3802, 0.2199, 0.2018, 0.2235, 0.1730, 0.2140],
  "homo_lumo_gap_ha": 0.31595,
  "e_tot_ev": -105443.88895,
  "charge": 0,
  "lumo_energy_ev": 0.37,
  "relative_energy_kcal_mol": 0.0,
  "smiles": "COc1cc(CNc2cccc(C(=O)O)c2)cc(Br)c1OCC(=O)NC(C)(C)C"
}

---

# 6
{
  "formula": "C21H25F14NO4S",
  "method": "wB97M-V/def2-TZVPD",
  "elements": ["C", "C", "O", "C", "C", "O", "C", "O", "O", "C", "C", "C", "C", "N", "C", "C", "C", "F", "F", "C", "F", "F", "C", "F", "F", "C", "F", "F", "S", "F", "F", "F", "F", "F", "H", "H", "H", "H", "H", "H", "H", "H", "H", "H", "H", "H", "H", "H", "H", "H", "H", "H", "H", "H", "F", "C", "C", "C", "C", "C", "C", "H", "H", "H", "H", "H"],
  "coordinates": [[1.018, 1.768, 1.844], [1.521, 0.728, 0.802], [2.781, 1.123, 0.274], [1.596, -0.645, 1.555], [2.281, -1.765, 0.718], [3.581, -1.932, 1.334], [3.672, -3.165, 1.913], [4.393, -3.520, 2.727], [2.735, -3.934, 1.275], [1.650, -3.185, 0.622], [1.739, -3.747, -0.829], [1.122, -2.815, -1.931], [2.158, -2.049, -2.801], [1.959, -0.571, -2.716], [0.429, -3.564, 1.503], [-0.852, -3.897, 0.686], [-2.183, -3.499, 1.355], [-2.053, -2.946, 2.577], [-2.866, -4.672, 1.580], [-3.144, -2.679, 0.431], [-4.369, -2.700, 0.973], [-3.237, -3.409, -0.711], [-2.620, -1.258, 0.024], [-1.507, -0.989, 0.760], [-2.165, -1.322, -1.232], [-3.570, -0.045, 0.269], [-2.770, 1.039, 0.282], [-4.116, -0.046, 1.464], [-4.867, 0.301, -1.041], [-3.779, 0.763, -2.091], [-4.994, 1.797, -0.467], [-6.031, -0.104, -0.002], [-4.893, -1.201, -1.563], [-5.984, 0.664, -2.109], [0.856, 2.720, 1.308], [1.751, 1.894, 2.655], [0.056, 1.433, 2.266], [0.733, 0.607, 0.028], [2.609, 1.363, -0.647], [2.214, -0.456, 2.448], [0.566, -0.855, 1.879], [2.561, -1.294, -0.238], [1.276, -4.747, -0.815], [2.812, -3.858, -1.053], [0.396, -2.144, -1.430], [0.507, -3.459, -2.585], [3.203, -2.340, -2.613], [1.927, -2.302, -3.853], [1.355, -0.344, -1.930], [2.863, -0.167, -2.471], [0.301, -2.801, 2.282], [0.716, -4.486, 2.031], [-0.860, -4.982, 0.503], [-0.839, -3.437, -0.316], [0.624, 4.552, 1.132], [0.660, 5.658, 0.360], [0.327, 5.559, -0.977], [0.361, 6.698, -1.768], [0.736, 7.916, -1.216], [1.072, 7.998, 0.129], [1.030, 6.862, 0.926], [0.045, 4.598, -1.390], [0.095, 6.635, -2.816], [0.765, 8.803, -1.837], [1.368, 8.946, 0.558], [1.280, 6.907, 1.978]],
  "mulliken_charge": [-1.2166, 0.2857, -0.5913, -1.2274, 0.3397, -0.4915, 0.5400, -0.4832, -0.5809, 1.9381, -1.6529, 0.4049, -0.8916, -0.6306, -1.2393, -1.2843, 0.8430, -0.3112, -0.3773, 0.5354, -0.3308, -0.3159, 0.9139, -0.2597, -0.3457, 0.2581, -0.2716, -0.2399, 1.3693, -0.2691, -0.3081, -0.3140, -0.2956, -0.2953, 0.2119, 0.4385, 0.3230, 0.2033, 0.4160, 0.4334, 0.2418, 0.2962, 0.2757, 0.5740, -0.3357, 0.5150, 0.3202, 0.3383, 0.1884, 0.3361, 0.6570, 0.3829, 0.6853, 0.3717, -0.2631, 0.3586, -0.3222, -0.3575, -0.5240, -0.3520, -0.5368, 0.4345, 0.3595, 0.3607, 0.3594, 0.4054],
  "homo_lumo_gap_ha": 0.35201,
  "e_tot_ev": -80739.89902,
  "charge": 0,
  "lumo_energy_ev": 0.00,
  "smiles": "C[C@@H](O)C[C@H]1OC(=O)O[C@@]1(CCCN)CCC(F)(F)C(F)(F)C(F)(F)C(F)(F)S(F)(F)(F)(F)F.Fc1ccccc1"
}